(1)
Computed, not measured: BF4H4IrO14P4 as an isolated structure, with ωB97M-V/def2-TZVPD.

Output
expectation value of S² = 0.75
HOMO level (alpha / beta) = -8.096 / -7.980 eV
frontier orbital gap (alpha / beta) = 7.74 / 7.20 eV
total energy = -2950.640596 Eh
ΔE to the lowest compared entry with this formula, charge and spin = 212.3 kJ/mol

```
! RIJCOSX wB97M-V def2-TZVPD def2/J DEFGRID3
* xyz -1 2
Ir 0.3397 0.2495 -0.2279
O 1.6728 -1.1594 3.5181
P 1.3714 0.2906 2.9416
O 1.0093 1.2272 3.9900
O 0.3998 0.0837 1.7518
O 2.7679 0.7413 2.2300
P 3.3395 0.1267 0.8897
O 3.2286 -1.4612 1.1252
O 4.6989 0.5481 0.5815
O 2.2664 0.4425 -0.2140
H 1.8158 -1.8007 2.8098
H 4.0513 -1.8713 0.8319
O -2.9178 -2.3276 -1.0228
P -2.3615 -1.2644 0.0151
O -2.8903 -1.4405 1.3595
O -0.7986 -1.3388 -0.1820
O -2.7552 0.1233 -0.7010
P -2.4775 1.5462 -0.0174
O -3.1327 2.5192 -1.0845
O -2.9918 1.7320 1.3305
O -0.9166 1.7324 -0.2272
H -3.7086 -2.7350 -0.6508
H -3.7514 3.1030 -0.6306
F 0.5418 -0.0186 -2.2571
B 0.3340 0.2022 -3.7810
F -1.0099 0.0254 -3.9893
F 1.1126 -0.7586 -4.3686
F 0.7623 1.4828 -4.0204
*
```

***

(2)
Computed, not measured: C2H3CaO2 as an isolated structure, with ωB97M-V/def2-TZVPD.

Output
HOMO level = -13.973 eV
frontier orbital gap = 7.88 eV
total energy = -905.898852 Eh
ΔE to the lowest compared entry with this formula, charge and spin = 71.2 kJ/mol

```
! RIJCOSX wB97M-V def2-TZVPD def2/J DEFGRID3
* xyz 1 1
Ca 0.8796 -1.7719 -2.4085
C -0.2113 0.5592 0.9085
C -0.0768 -0.0629 -0.4413
O 0.3742 0.4588 -1.4517
O -0.2867 -1.2518 -0.4771
H 0.6022 0.2924 1.5830
H -1.0727 0.1278 1.4183
H -0.2085 1.6485 0.8687
*
```

***

(3)
Computed, not measured: a 14-piece molecular cluster, C40H114N14O20 overall, with ωB97M-V/def2-TZVPD.

Output
HOMO level = -8.423 eV
frontier orbital gap = 8.47 eV
total energy = -3863.679237 Eh
ΔE to the lowest compared entry with this formula, charge and spin = 94.8 kJ/mol

```
! RIJCOSX wB97M-V def2-TZVPD def2/J DEFGRID3
* xyz 0 1
C 1.2950 0.7715 3.6807
O 0.1703 1.2684 2.9812
C -0.7983 0.2848 2.6216
C -0.2509 -0.5427 1.4350
N -0.0727 0.3024 0.2593
C 0.3676 -0.4339 -0.9018
C 0.6058 0.5054 -2.1032
O 1.4417 1.5970 -1.7720
C 1.1119 2.7661 -2.4775
H 1.6705 -0.2050 3.3753
H 0.8461 0.6019 4.6681
H 2.0430 1.5536 3.7862
H -1.6710 0.8058 2.2353
H -1.0944 -0.3908 3.4287
H -1.0732 -1.2486 1.2665
H 0.5775 -1.2148 1.6749
H 0.6371 0.9995 0.4582
H -0.3467 -1.2069 -1.1996
H 1.2799 -1.0183 -0.7278
H -0.2516 0.7831 -2.7217
H 1.2354 -0.0608 -2.8055
H 1.9657 3.4353 -2.3735
H 0.1456 3.1889 -2.1810
H 1.0064 2.5824 -3.5527
C 1.3445 3.9121 0.8829
O 1.4603 4.8201 1.9547
C 0.7431 4.5435 3.1525
C -0.7448 4.4674 3.0533
N -1.3357 3.4861 4.0034
C -2.7181 3.1595 3.6522
C -3.4198 2.3708 4.7486
O -3.4869 3.1248 5.9093
C -4.1112 2.4356 6.9839
H 1.8397 2.9641 1.1213
H 1.9143 4.2893 0.0336
H 0.2848 3.8364 0.6355
H 0.9815 5.2649 3.9346
H 1.1447 3.5844 3.4963
H -1.0612 3.9813 2.1191
H -1.2122 5.4521 3.0198
H -0.7791 2.6360 3.9331
H -2.8548 2.6618 2.6858
H -3.2841 4.0951 3.6190
H -2.8158 1.4669 4.9300
H -4.4354 2.0949 4.4471
H -3.4320 1.5856 7.1297
H -5.1219 2.1013 6.7471
H -4.0499 2.9634 7.9330
C 4.9201 4.1906 -3.2942
O 3.9613 4.2101 -4.3505
C 4.5129 4.7699 -5.5248
C 3.3833 4.9432 -6.5499
N 2.9897 3.6940 -7.1896
C 2.2908 3.9973 -8.4406
C 1.9694 2.7374 -9.3147
O 1.1743 1.7700 -8.6619
C -0.2047 1.9477 -8.8225
H 5.4220 5.1423 -3.1210
H 5.6588 3.4059 -3.4835
H 4.4044 3.8388 -2.4008
H 5.4018 4.2554 -5.8983
H 4.8104 5.8152 -5.3713
H 3.7614 5.6534 -7.2862
H 2.5148 5.3998 -6.0639
H 2.3185 3.1281 -6.6818
H 2.9997 4.4652 -9.1356
H 1.5290 4.7784 -8.3449
H 2.9478 2.3833 -9.6430
H 1.4445 2.9064 -10.2617
H -0.4536 1.8808 -9.8862
H -0.6557 2.8181 -8.3380
H -0.7239 1.1095 -8.3510
C -0.9151 5.6347 -4.7495
O -1.9580 4.7327 -5.1790
C -2.6324 4.0812 -4.0837
C -3.7047 3.1306 -4.4980
N -3.2202 1.8936 -5.0751
C -2.6866 0.9366 -4.0978
C -1.8088 -0.1821 -4.6157
O -0.6630 0.4412 -5.1582
C 0.1819 -0.4433 -5.9418
H -0.0925 5.0789 -4.2886
H -1.2928 6.4156 -4.0927
H -0.4666 5.9841 -5.6776
H -2.9626 4.8461 -3.3722
H -1.8624 3.5564 -3.5038
H -4.4227 3.5298 -5.2160
H -4.2616 2.8603 -3.5978
H -2.6580 1.8836 -5.9117
H -3.5405 0.4143 -3.6422
H -2.2710 1.4032 -3.1965
H -2.3887 -0.7994 -5.3072
H -1.4651 -0.7976 -3.7775
H 0.6955 -1.0340 -5.1828
H 0.8966 0.0946 -6.5654
H -0.4131 -1.0431 -6.6327
C 0.0272 -0.8649 7.9668
O 1.3518 -1.1792 7.5889
C 1.4225 -2.3055 6.7087
C 2.8869 -2.5347 6.2509
N 3.2852 -1.3808 5.4435
C 4.6865 -1.3907 4.9981
C 4.9776 -0.1415 4.1255
O 4.4188 -0.3640 2.8462
C 4.7802 0.6718 1.9347
H -0.3648 -1.6570 8.6083
H -0.6287 -0.6322 7.1226
H -0.0210 0.0573 8.5474
H 0.7187 -2.0804 5.9046
H 1.1432 -3.1885 7.2905
H 2.8444 -3.4378 5.6355
H 3.5356 -2.7435 7.1071
H 2.8780 -0.5205 5.7886
H 4.7811 -2.3454 4.4780
H 5.3109 -1.3860 5.8979
H 6.0720 -0.1297 4.1302
H 4.5984 0.7561 4.6177
H 4.6125 0.3862 0.8970
H 5.8155 0.9769 2.0899
H 4.1036 1.5133 2.1131
C -2.1724 -4.1905 1.5375
O -2.9122 -5.3600 1.2936
C -2.4407 -6.0610 0.1752
C -3.3490 -7.2578 -0.1587
N -3.2906 -8.3169 0.8333
C -3.8570 -9.5680 0.4262
C -3.3882 -10.7431 1.2534
O -2.0813 -11.1386 0.9071
C -1.2917 -11.6240 1.9589
H -2.5726 -3.5381 2.3180
H -2.2199 -3.4426 0.7351
H -1.1369 -4.3989 1.8132
H -1.3975 -6.3879 0.2029
H -2.6072 -5.3915 -0.6783
H -3.2491 -7.6048 -1.1952
H -4.3587 -6.8323 -0.1712
H -2.3181 -8.5658 1.0005
H -3.6165 -9.7654 -0.6325
H -4.9514 -9.5204 0.4127
H -4.1414 -11.5378 1.2615
H -3.3390 -10.4553 2.3121
H -1.2697 -10.9468 2.8178
H -0.2791 -11.7237 1.5691
H -1.5950 -12.6162 2.3078
C 3.5280 0.4297 -5.3385
O 3.3714 -0.7726 -5.1485
N 3.2054 1.3769 -4.4262
N 4.0792 0.9064 -6.4820
H 3.2846 2.3775 -4.5725
H 2.7473 0.9982 -3.6160
H 4.2615 0.2010 -7.1738
H 4.1097 1.8884 -6.7064
C -4.0717 -0.5075 0.6958
O -3.7346 -1.0453 1.7508
N -3.2467 0.1977 -0.1190
N -5.3564 -0.5202 0.2631
H -2.2432 0.2087 0.0351
H -3.6492 0.5440 -0.9695
H -6.1456 -0.9502 0.7117
H -5.6505 0.0924 -0.4782
C -5.0928 -1.4320 4.9844
O -5.5060 -1.8569 6.0636
N -4.0020 -1.9346 4.3718
N -5.7128 -0.4628 4.2641
H -3.5309 -2.6613 4.8832
H -3.7553 -1.7665 3.4031
H -6.5782 -0.1925 4.7020
H -5.3979 -0.1280 3.3731
C 2.0820 -3.4020 1.9373
O 1.4176 -4.1837 1.2721
N 3.1409 -2.6892 1.4283
N 1.7748 -2.9827 3.1794
H 3.6008 -2.0181 2.0138
H 3.2220 -2.7340 0.4198
H 2.3316 -2.3496 3.7365
H 1.0104 -3.4776 3.6133
O 0.5286 2.7133 -5.7314
H 0.3459 1.7635 -5.8591
H -0.2876 3.0714 -5.3650
O 3.5565 -2.8188 -1.5875
H 3.9727 -1.9498 -1.5892
H 4.2764 -3.4330 -1.7640
O 0.0942 2.5363 6.6803
H -0.6933 2.8301 6.1947
H 0.5763 3.3496 6.8674
O 2.5545 1.1520 6.6011
H 1.8338 1.7982 6.5081
H 2.1923 0.4616 7.1800
*
```

***

(4)
Computed, not measured: one molecule with the formula C6H9N, with ωB97M-V/def2-TZVPD.

Output
HOMO level = -11.039 eV
frontier orbital gap = 11.87 eV
total energy = -288.745464 Eh
ΔE to the lowest compared entry with this formula, charge and spin = 96.0 kJ/mol

```
! RIJCOSX wB97M-V def2-TZVPD def2/J DEFGRID3
* xyz 0 1
C 1.2407 1.2170 0.1943
C 0.5144 -0.1061 -0.0482
C 1.4899 -1.1696 -0.3075
N 2.2407 -2.0229 -0.5352
C -0.5370 -0.4743 1.0438
C -1.6798 -0.3000 0.0154
C -0.6400 -0.0321 -1.0985
H 1.8361 1.5109 -0.6772
H 1.9128 1.1375 1.0552
H 0.5063 2.0042 0.3982
H -0.5457 0.2328 1.8764
H -0.4209 -1.4814 1.4556
H -2.2663 -1.2070 -0.1480
H -2.3524 0.5421 0.2308
H -0.5814 -0.7992 -1.8784
H -0.7175 0.9482 -1.5768
*
```

***

(5)
Computed, not measured: C14H25AsCuN4O4S as an isolated structure, with ωB97M-V/def2-TZVPD.

Output
HOMO level = -2.357 eV
frontier orbital gap = 5.00 eV
total energy = -5342.677336 Eh

```
! RIJCOSX wB97M-V def2-TZVPD def2/J DEFGRID3
* xyz -1 1
Cu 0.5459 -0.5800 -0.3180
O 2.3516 0.1052 0.1029
N 2.8911 -0.3268 1.2380
C 4.2211 -0.3937 1.3329
C 4.7744 -1.0277 2.4494
C 3.9599 -1.2010 3.5870
C 2.5848 -1.0140 3.5507
C 2.0136 -0.5832 2.2857
S 0.3654 -0.4090 1.9683
H 4.9057 -0.0293 0.5496
H 5.7865 -1.3947 2.4802
H 4.4158 -1.6486 4.5135
H 1.9811 -1.0550 4.4468
C -3.5658 1.0522 0.2946
C -3.3428 -0.4490 0.5361
As -1.6985 -1.1466 -0.3978
C -2.3261 -1.6083 -2.2726
C -1.9943 -0.5613 -3.3588
C -1.8133 -2.9831 0.4536
C -3.1616 -3.5371 0.8446
H -4.5212 1.4328 0.7150
H -3.7438 1.3206 -0.7342
H -2.6276 1.5754 0.7186
H -4.1866 -1.1208 0.4037
H -2.9061 -0.5909 1.5203
H -3.3994 -1.7067 -2.1133
H -1.8649 -2.5481 -2.5188
H -2.5860 0.3095 -3.2037
H -2.2394 -0.9791 -4.2883
H -0.8741 -0.4203 -3.3949
H -1.0632 -2.8128 1.2101
H -1.3179 -3.6217 -0.3177
H -3.6501 -3.0200 1.7459
H -3.0893 -4.6090 0.9341
H -3.8392 -3.5100 0.0468
C 0.4333 5.1268 -1.3596
N 1.2756 4.1142 -0.7140
C 2.3494 4.3982 0.2077
C 0.7598 2.8672 -0.5844
N 0.2514 1.8253 -0.6139
H -0.2668 5.6409 -0.6034
H -0.0678 4.6610 -2.2213
H 1.1285 5.9084 -1.7040
H 2.7163 5.3954 0.1690
H 3.1507 3.6709 -0.0375
H 2.0409 4.1933 1.2655
O 1.7361 -2.8266 -3.2406
N 1.3461 -2.2607 -2.2436
O 0.8731 -0.9678 -2.2990
O 1.2878 -2.6543 -1.0311
*
```

***

(6)
Computed, not measured: a 3-piece molecular cluster, C5H14O2 overall, with ωB97M-V/def2-TZVPD.

Output
expectation value of S² = 0.75
HOMO level (alpha / beta) = 1.041 / -5.899 eV
frontier orbital gap (alpha / beta) = 1.89 / 9.27 eV
total energy = -349.289100 Eh
ΔE to the lowest compared entry with this formula, charge and spin = 117.9 kJ/mol

```
! RIJCOSX wB97M-V def2-TZVPD def2/J DEFGRID3
* xyz -1 2
C 1.9927 0.3338 1.2533
C 0.5070 0.0391 1.4092
C -0.2474 -0.1571 0.3291
C -1.7379 -0.5426 0.2052
C -0.0556 -0.0780 2.8082
H 2.3379 0.1806 0.2323
H 2.1799 1.3946 1.4288
H 2.5548 -0.4180 1.8334
H 0.1236 0.0637 -0.6791
H -1.9064 -1.5209 0.6751
H -2.1489 -0.2964 -0.7816
H -2.2754 0.0922 0.9551
H 0.6406 -0.7426 3.3430
H -0.1613 0.9194 3.2671
H -0.9836 -0.6533 2.8089
H 2.8839 5.4493 -3.8609
H 1.8375 4.5744 -4.2619
O 1.9569 5.5337 -4.1595
H -2.1874 -4.2952 -1.7902
H -2.4359 -4.9276 -2.9467
O -2.8750 -4.9490 -2.0688
*
```